1.
# C50H51OP3RuS

C50H51OP3RuS as an isolated structure (ωB97M-V with the def2-TZVPD basis set, OMol25).

Last column: Mulliken spin population.
Atoms and positions in Å:
Ru (0.29019, 0.02539, 0.00101)  1.77
S (1.89533, 0.25801, -1.55874)  0.01
P (-0.33049, 2.28817, -0.88902)  0.14
P (-0.11244, -1.87820, -1.36784)  0.14
P (0.68640, -0.42971, 2.59726)  0.36
O (3.13536, -0.43909, -1.25479)  0.00
C (0.36094, -5.88814, -1.42979)  0.00
C (3.87879, 3.67850, -2.18050)  0.00
C (-2.01144, 2.81586, 1.17439)  -0.12
C (0.31721, -1.29137, -3.03095)  -0.01
C (1.28066, 2.94480, -1.40950)  0.00
C (-2.63047, -0.91677, -2.01057)  0.06
C (-2.78997, 2.37695, -2.28585)  0.15
C (1.33266, -0.46808, -5.49046)  0.00
C (-1.60240, 4.73977, -0.23167)  0.02
C (-0.79070, 2.63228, -3.67195)  -0.03
C (1.70472, -6.02300, -1.10120)  0.00
C (-2.92999, 3.54642, 1.91162)  0.05
C (-4.00338, -0.82031, -1.85673)  0.02
C (-0.38242, -1.27788, 4.97398)  0.03
C (-3.93366, -2.46611, -0.08860)  0.00
C (3.20292, 0.54582, 1.97526)  0.02
C (-0.13144, -1.89876, -4.20033)  0.00
C (1.97599, -4.79779, 2.74696)  0.08
C (0.73307, -4.44120, 2.22883)  0.00
C (1.63723, 4.28552, -1.50568)  0.00
C (-1.32634, 3.41008, 0.11009)  0.01
C (-3.16852, 4.87858, 1.59243)  0.02
C (-4.65591, -1.58757, -0.89550)  0.02
C (-1.89553, -1.80096, -1.20247)  0.03
C (-2.56428, -2.57455, -0.23589)  0.04
C (-0.22090, -4.63103, -1.46645)  0.01
C (-1.62833, 2.85067, -4.75492)  0.25
C (-2.04085, -0.97155, 3.10853)  0.08
C (-1.09033, 1.02199, 4.27575)  0.03
C (2.92528, 4.64549, -1.89179)  0.00
C (-0.79029, -0.39248, 3.77804)  0.03
C (-3.05646, 2.84773, -4.60057)  0.22
C (2.51217, 0.80771, 4.38987)  0.00
C (0.40012, -3.11032, 2.11136)  -0.01
C (1.29480, -2.10043, 2.51750)  0.06
C (1.48284, 2.21052, 2.56717)  0.06
C (1.26199, -0.27623, -3.12190)  0.02
C (3.55013, 2.33181, -2.08496)  -0.01
C (-2.50530, 5.47102, 0.52429)  0.00
C (1.79292, 0.14382, -4.33299)  0.00
C (-3.62333, 2.60489, -3.36485)  -0.02
C (2.25981, 1.98943, -1.71148)  0.00
C (2.47781, -4.90436, -0.80530)  0.00
C (0.55803, -3.51056, -1.15396)  -0.06
C (1.91066, -3.64265, -0.82873)  0.00
C (2.88417, -3.81366, 3.13451)  0.02
C (-1.34497, 2.39373, -2.42567)  0.22
C (0.37287, -1.47578, -5.42361)  0.00
C (2.55683, -2.47769, 3.01780)  0.05
C (2.03143, 0.81962, 2.93219)  0.04
H (3.84180, -4.09500, 3.55242)  0.00
H (-1.96941, 0.95261, 4.91984)  0.00
H (-1.14241, 5.21419, -1.08746)  0.00
H (-2.70241, 6.50421, 0.27052)  0.00
H (2.51700, -2.77178, -0.60768)  0.01
H (1.23539, 2.27151, 1.50092)  0.04
H (-2.13259, -0.36566, -2.80022)  -0.04
H (-1.82064, 1.77818, 1.42147)  0.12
H (-4.44729, -3.08468, 0.63564)  0.00
H (3.84340, 1.43011, 1.97037)  0.00
H (-3.87985, 5.45409, 2.17026)  0.00
H (2.15621, -7.00658, -1.08918)  0.00
H (-3.45530, 3.08323, 2.73712)  0.00
H (0.61680, 2.51773, 3.14454)  0.01
H (-4.57642, -0.17683, -2.51200)  0.00
H (-1.21876, 3.04721, -5.73885)  -0.01
H (0.53546, -0.94151, 5.45638)  0.00
H (-0.27058, -2.32282, 4.68945)  0.00
H (2.55664, 0.91095, -4.37985)  0.00
H (0.93887, 5.07032, -1.25796)  0.00
H (3.52680, -5.01802, -0.56583)  0.00
H (-4.69861, 2.61560, -3.24511)  0.00
H (-2.02491, -3.30361, 0.35234)  0.00
H (-0.56278, -2.83075, 1.71563)  0.00
H (1.73834, -0.17313, -6.44976)  0.00
H (-2.32162, -0.43976, 2.19333)  0.01
H (1.74793, 1.14281, 5.08775)  0.00
H (0.03304, -5.20951, 1.92598)  0.00
H (-0.22931, -6.76123, -1.67440)  0.00
H (3.34903, 1.50565, 4.46611)  0.00
H (0.03246, -1.95209, -6.33407)  0.00
H (2.87781, 0.37311, 0.94631)  0.03
H (-2.86689, -0.87018, 3.81547)  0.00
H (2.87025, -0.16866, 4.71187)  0.00
H (2.27709, 2.93769, 2.74765)  0.00
H (3.82524, -0.29640, 2.26010)  0.00
H (-1.32610, 1.71810, 3.47623)  -0.01
H (-1.18324, -1.21054, 5.71398)  0.01
H (-5.73163, -1.52359, -0.79063)  0.00
H (3.25932, -1.74196, 3.37359)  0.00
H (2.23537, -5.84311, 2.85699)  0.00
H (4.28890, 1.56049, -2.26678)  0.00
H (0.28197, 2.68230, -3.79903)  0.00
H (-1.94916, -2.03198, 2.88819)  0.00
H (-3.20912, 2.20397, -1.30121)  0.00
H (-3.67633, 3.04819, -5.46637)  -0.01
H (4.88258, 3.96834, -2.46226)  0.00
H (-0.85238, -2.70701, -4.16051)  0.00
H (-0.28732, 1.43254, 4.88325)  0.00
H (3.18580, 5.69437, -1.94955)  0.00
H (-1.26163, -4.52947, -1.74860)  0.00

Summary:
LUMO (alpha / beta) = -0.4351 / -0.5360 Ha
charge = +4
2S+1 = 5

---

2.
# C50H53BrGdN4O5S2Sb

C50H53BrGdN4O5S2Sb as an isolated structure at a distorted geometry (ωB97M-V with the def2-TZVPD basis set, OMol25).

Last column: Mulliken spin population.
Atoms and positions in Å:
Gd (0.39761, 0.30987, -0.06153)  5.95
Sb (-2.42794, -2.12991, 2.65319)  0.01
Br (-1.26088, 5.60599, -5.35708)  0.00
S (2.52313, -1.12812, 2.44136)  0.00
S (-1.84270, -0.28573, 1.39688)  -0.01
O (1.71961, 1.91631, -1.63315)  -0.03
O (1.19053, -1.00724, 1.71505)  -0.03
O (2.34364, 1.66512, 1.27024)  -0.05
O (-0.89799, 1.99662, -1.55692)  -0.13
O (-0.36296, 2.50107, 1.20005)  -0.02
N (4.13756, 3.05552, -2.57752)  0.00
N (-0.70066, -1.17554, -1.65632)  0.00
N (2.11998, -0.81927, -1.31759)  -0.04
N (3.89208, 4.42007, -4.31780)  0.13
C (-4.73441, -0.23014, 6.50781)  0.00
C (2.54888, -2.44082, -2.86826)  0.00
C (-3.95396, -0.87195, -3.52142)  0.00
C (0.72233, 3.43246, 1.26810)  0.02
C (5.41643, 3.37825, -2.98318)  0.15
C (-4.01546, -4.60759, -0.55128)  0.00
C (1.07881, 4.49545, -4.20623)  0.09
C (-2.59966, -0.77419, -3.20947)  0.00
C (3.45451, -0.91224, -1.52973)  0.01
C (-5.91579, -3.94061, 0.77030)  0.00
C (3.76445, -1.88832, -2.47131)  0.00
C (-5.38543, -4.61677, -0.31931)  0.00
C (-0.30438, 2.84449, -2.46339)  -0.10
C (-3.89925, 0.56207, 5.73055)  0.00
C (2.14401, -0.74771, 4.16485)  0.00
C (-1.01946, -3.46327, 3.49868)  0.00
C (-3.61829, 0.45474, -5.49788)  0.00
C (-4.91811, -1.57046, 6.19623)  0.00
C (-0.58570, -3.21470, 4.79745)  0.00
C (0.68399, -5.31049, 4.73218)  0.00
C (-4.26754, -2.12800, 5.10486)  0.00
C (-4.46181, -0.26305, -4.65752)  0.00
C (-0.29648, 4.48978, -4.18246)  0.00
C (-3.44288, -1.32503, 4.32269)  0.00
C (0.15425, -1.93052, -2.26718)  0.00
C (-1.75949, -0.06673, -4.06057)  0.00
C (-2.26874, 0.54936, -5.19919)  0.00
C (0.25230, -4.12018, 5.42218)  0.00
C (5.23811, 4.23488, -4.07855)  0.20
C (7.59647, 4.38211, -4.29644)  0.02
C (3.74708, 1.75771, 1.02093)  0.01
C (-5.07862, -3.25593, 1.64115)  0.00
C (-2.10873, -1.44356, -1.93855)  0.00
C (6.67371, 3.00423, -2.51851)  -0.03
C (2.77286, -2.89282, 2.60845)  0.00
C (6.34836, 4.74816, -4.75153)  0.09
C (7.75805, 3.52312, -3.19582)  0.23
C (1.79954, 3.65935, -3.34545)  0.06
C (1.55583, -1.77078, -2.15386)  0.00
C (-1.56361, 3.02804, 1.78030)  0.00
C (0.24080, -5.55854, 3.44213)  0.00
C (-3.70852, -3.25786, 1.40778)  0.00
C (-1.00913, 3.67616, -3.30837)  0.17
C (1.08711, 2.82522, -2.49598)  0.11
C (-2.32960, 2.08449, -1.44790)  0.02
C (-0.60798, -4.66595, 2.80981)  0.00
C (3.26667, 3.71743, -3.41830)  0.17
C (-3.17088, -3.92277, 0.30968)  0.00
C (-3.25440, 0.01759, 4.62891)  0.00
C (1.85791, 2.79081, 2.01649)  0.01
H (4.29154, 1.89116, 1.95688)  0.00
H (6.22039, 5.40904, -5.59823)  0.00
H (1.83763, -3.34537, 2.93805)  0.00
H (-2.30486, 2.23686, 1.78924)  0.00
H (-1.92860, 3.86896, 1.18808)  0.00
H (-4.40186, -3.18034, 4.87967)  0.00
H (3.96477, 2.59892, 0.35888)  0.00
H (-1.37206, 3.35636, 2.80345)  0.00
H (2.38717, -3.22359, -3.59480)  0.00
H (-6.98347, -3.94524, 0.94615)  0.00
H (3.57143, -3.06343, 3.33126)  0.00
H (8.75837, 3.26213, -2.87677)  0.01
H (-4.01177, 0.93049, -6.38683)  0.00
H (-2.62376, 3.10343, -1.19471)  0.00
H (1.50739, 2.43703, 2.98952)  0.00
H (-5.56935, -2.18535, 6.80356)  0.00
H (-5.51513, -0.34916, -4.89048)  0.00
H (3.06453, -3.27855, 1.63243)  0.00
H (-3.60464, -5.13600, -1.40224)  0.00
H (3.03682, -0.32811, 4.62835)  0.00
H (-0.92159, -2.33284, 5.33188)  0.00
H (-5.49744, -2.72589, 2.48875)  0.00
H (1.82078, -1.64071, 4.69444)  0.00
H (-4.61249, -1.42769, -2.86067)  0.00
H (1.34740, -0.00520, 4.14896)  0.00
H (-2.28138, -2.52093, -2.02115)  0.00
H (-2.69984, -1.08999, -1.09389)  0.01
H (1.33272, -6.01774, 5.22995)  0.00
H (-2.61915, 0.63325, 4.00289)  0.00
H (6.79999, 2.33922, -1.67245)  0.00
H (-3.75326, 1.60516, 5.97947)  0.00
H (3.90559, 2.50781, -1.77244)  0.00
H (-2.61844, 1.40605, -0.64833)  -0.01
H (-0.19351, -2.72630, -2.92856)  0.00
H (-0.70123, 0.00707, -3.84195)  0.00
H (2.22888, 1.28782, -2.17165)  0.01
H (-2.10548, -3.89630, 0.10777)  0.00
H (0.54332, -6.46190, 2.92838)  0.00
H (-6.04163, -5.15229, -0.99264)  0.00
H (1.03212, 3.68592, 0.25075)  -0.01
H (4.06059, 0.82314, 0.56983)  0.00
H (-0.97835, -4.89033, 1.81936)  0.00
H (2.65715, 3.51656, 2.17161)  0.00
H (0.41485, 4.34557, 1.77877)  0.00
H (4.16118, -0.29007, -1.00152)  0.00
H (0.56289, -3.94540, 6.44417)  0.00
H (-2.08890, 3.69271, -3.32151)  0.01
H (-1.60807, 1.10361, -5.85405)  0.00
H (4.75015, -2.14868, -2.82205)  0.00
H (-2.80592, 1.77683, -2.37654)  0.00
H (1.63634, 5.13487, -4.87547)  0.01
H (8.47900, 4.75885, -4.79567)  0.00
H (-5.24600, 0.19886, 7.35935)  0.00

Summary:
LUMO (alpha / beta) = -0.1957 / -0.3076 Ha
charge = +2
2S+1 = 8